[1]
Here is a 2-piece molecular cluster, CH4N2O2 overall from the OMol25 dataset. Energies are from wB97M-V/def2-TZVPD.

CARTESIAN COORDINATES (ANGSTROEM)
1 C 0.21 0.63 -0.03
2 H -3.09 -0.70 -0.76
3 H -1.71 1.11 0.58
4 H 0.52 1.64 0.04
5 H 2.46 0.58 0.62
6 N -1.28 0.58 -0.17
7 N 0.85 -0.44 -0.11
8 O -1.82 -0.65 0.23
9 O 2.27 -0.28 -0.02

* E_LUMO: -1.07 eV
* calculated total energy: -8169.374 eV
* ΔE to the lowest compared entry with this formula, charge and spin: 705.42 kJ/mol
* orbital gap: 8.13 eV

***

[2]
Here is C10H28ClINOP2Ti as an isolated structure from the OMol25 dataset. Energies are from wB97M-V/def2-TZVPD.

CARTESIAN COORDINATES (ANGSTROEM)
1 C -1.28 2.93 1.45
2 I -1.16 2.94 3.55
3 H -2.20 2.48 1.08
4 H -1.45 3.97 1.84
5 H -0.44 2.21 1.55
6 Ti 0.79 -1.45 -0.01
7 P -0.30 3.70 -0.04
8 C -0.09 5.43 0.38
9 C 1.25 2.83 -0.19
10 H 2.00 3.51 -0.63
11 H -0.86 4.43 -2.20
12 H 1.12 1.96 -0.85
13 H -0.85 2.64 -2.11
14 H 0.78 5.55 1.04
15 H 1.61 2.47 0.78
16 C -1.16 3.56 -1.59
17 H 0.08 5.97 -0.56
18 H -2.24 3.56 -1.45
19 H -0.99 5.83 0.85
20 P -0.20 -3.52 -0.31
21 C -0.43 -4.87 0.89
22 C -1.00 -4.20 -1.79
23 H 1.75 -4.06 -1.62
24 H 2.15 -4.18 0.14
25 H 2.16 -2.54 -0.69
26 C 1.65 -3.58 -0.63
27 H -0.71 -3.62 -2.68
28 H -0.69 -5.25 -1.90
29 H -0.56 -5.82 0.35
30 H -1.33 -4.66 1.48
31 H -2.08 -4.13 -1.66
32 H 0.44 -4.93 1.57
33 Cl 0.25 -0.30 -1.86
34 C -1.84 -0.60 3.25
35 N -0.52 -0.89 3.82
36 C -0.32 -0.83 5.26
37 C 0.53 -1.14 3.06
38 O 0.47 -1.17 1.80
39 H -2.61 -1.01 3.91
40 H -1.96 -1.06 2.26
41 H -2.00 0.49 3.15
42 H 0.05 -1.81 5.60
43 H 0.43 -0.08 5.53
44 H -1.27 -0.60 5.75
45 H 1.48 -1.33 3.57

* E_LUMO (alpha / beta): -8.04 / -7.86 eV
* calculated total energy: -76658.810 eV
* 2S+1: 2
* ΔE to the lowest compared entry with this formula, charge and spin: 0.00 kJ/mol
* <S²>: 0.757
* orbital gap (alpha / beta): 2.63 / 2.65 eV
* total charge: +2